[1]
Molecular formula: C40H42ClN3O9PSV
Method: DFT, ωB97M-V with the def2-TZVPD basis set

Its total energy is -123392.93481 eV. The gap between HOMO and LUMO (spin up / spin down) comes out at 7.11 / 6.52 eV. The spin multiplicity is 4. The expectation value of S² is 3.769. As for the maximum force: 0.035 hartree/bohr. As for the total charge: -1.

Last column: Mulliken charge in e.
Geometry (Å):
V: -0.50381 -0.42045 -0.56311  0.070
O: 0.35492 1.76686 -4.17595  -0.816
Cl: 0.71028 1.11460 -2.97535  1.872
O: 1.12630 2.05615 -1.98409  -0.534
O: -0.47865 0.41350 -2.48345  -0.689
O: 1.74167 0.16406 -3.19291  -0.623
O: -1.94975 -0.23931 3.15847  -0.750
C: -1.54098 0.13783 2.08713  0.750
O: -0.82082 -0.58696 1.28293  -0.520
C: -1.80109 1.57057 1.59587  -0.992
P: -0.42023 1.90511 0.44772  4.056
C: -0.70513 3.63269 -0.07927  0.339
C: -0.45168 4.69793 0.78850  -0.654
C: -0.58729 6.00445 0.34555  -0.750
C: -0.94167 6.25850 -0.97089  -0.637
C: -1.19451 5.20736 -1.83224  -1.137
C: -1.09414 3.90057 -1.38171  -0.143
C: 0.94410 2.22761 1.62199  0.047
C: 0.85633 1.96633 2.98800  -0.653
C: 1.93909 2.22378 3.81545  -0.897
C: 3.12331 2.72299 3.29774  -0.487
C: 3.21578 2.98648 1.94017  -0.953
C: 2.12743 2.75269 1.11126  -0.215
H: -1.88776 2.25638 2.43193  0.614
H: -2.74086 1.59017 1.04057  0.046
H: -0.11799 4.50430 1.79908  0.426
H: -0.38733 6.82295 1.02723  0.421
H: -1.00178 7.27717 -1.32992  0.378
H: -1.44094 5.39271 -2.87219  0.445
H: -1.28495 3.08056 -2.06394  0.353
H: -0.03428 1.52887 3.42257  0.174
H: 1.87364 2.00855 4.87744  0.450
H: 3.98668 2.84972 3.94219  0.376
H: 4.14481 3.35822 1.52313  0.402
H: 2.20178 2.97435 0.04917  0.341
C: -3.69747 1.24795 -1.98485  -1.447
C: -4.21150 0.67918 -0.69746  0.538
C: -5.30683 1.24523 -0.05626  -0.594
C: -5.83154 0.67615 1.09161  -0.970
C: -5.25085 -0.47299 1.60752  -0.835
C: -4.16514 -1.07242 0.98790  1.899
C: -3.59268 -2.31892 1.59614  -1.759
C: -3.63909 -0.48086 -0.16608  -0.780
N: -2.50760 -1.05550 -0.78371  1.304
C: -2.61675 -2.27406 -1.26784  1.165
C: -3.92173 -2.95222 -1.54577  -2.260
C: -1.38890 -2.91439 -1.55274  0.887
C: -1.32080 -4.32872 -2.03797  -2.075
N: -0.31462 -2.18944 -1.26938  1.701
C: 0.94334 -2.66397 -1.70722  -1.405
C: 1.85412 -3.16926 -0.77898  1.074
C: 1.46192 -3.41937 0.64656  -1.592
C: 3.12335 -3.51268 -1.22294  -0.553
C: 3.47424 -3.35865 -2.55584  -1.082
C: 2.52828 -2.93383 -3.47309  -0.811
C: 1.24470 -2.59405 -3.06958  1.819
C: 0.23002 -2.19664 -4.10096  -2.188
H: -3.88804 2.32231 -2.05858  0.469
H: -4.19193 0.76408 -2.83565  0.332
H: -2.63286 1.07876 -2.10181  -0.085
H: -5.75611 2.14200 -0.46842  0.433
H: -6.68642 1.12352 1.58030  0.381
H: -5.64647 -0.91840 2.51401  0.459
H: -3.35897 -2.13910 2.64252  0.547
H: -2.67459 -2.63169 1.11126  -0.062
H: -4.31939 -3.13615 1.53442  0.413
H: -4.75581 -2.28482 -1.34402  0.401
H: -4.04046 -3.85450 -0.94117  0.320
H: -3.96829 -3.26019 -2.59375  0.548
H: -1.85551 -4.98881 -1.34560  0.498
H: -0.28450 -4.65479 -2.10878  0.419
H: -1.78164 -4.44327 -3.02263  0.334
H: 1.28237 -4.48885 0.79873  0.454
H: 0.56127 -2.87035 0.92046  -0.232
H: 2.25840 -3.11608 1.32938  0.487
H: 3.85028 -3.89478 -0.51473  0.460
H: 4.48382 -3.59235 -2.88025  0.414
H: 2.78605 -2.83559 -4.52326  0.452
H: 0.69827 -1.60117 -4.88309  0.505
H: -0.57903 -1.61197 -3.67934  0.145
H: -0.19802 -3.09277 -4.56687  0.409
N: 1.77052 -0.16482 -0.40769  0.167
C: 2.75656 -0.28681 0.64781  -0.893
C: 4.08636 -0.03477 0.34662  -0.351
C: 5.03691 -0.06504 1.35468  -0.943
C: 4.64412 -0.35576 2.64680  -0.178
C: 3.31473 -0.60602 2.94588  -1.249
C: 2.36585 -0.57121 1.94264  -0.188
S: 5.81506 -0.27524 4.01226  1.340
O: 7.12705 -0.19683 3.38507  -0.756
O: 5.39953 0.95189 4.68488  -0.662
O: 5.57890 -1.49080 4.77381  -0.724
H: 2.16499 -0.56703 -1.24821  0.255
H: 1.75007 0.82663 -0.61809  0.401
H: 4.37019 0.20022 -0.67795  0.582
H: 6.08634 0.14124 1.17044  0.533
H: 3.05361 -0.82374 3.97690  0.441
H: 1.32186 -0.74475 2.15291  0.581

Force components x, y, z for each atom (eV/Å):
0.524 0.302 -0.378
-0.409 0.267 -0.475
1.153 0.863 -1.044
0.107 0.548 0.124
-0.830 -0.384 0.717
0.387 -0.379 -0.226
-0.099 -0.182 0.423
-0.423 0.612 0.338
0.248 -0.352 0.651
0.153 -0.348 -0.023
-0.573 1.355 0.974
-0.005 -0.049 -0.072
-0.111 0.004 -0.117
0.041 -0.053 0.162
0.009 0.130 -0.025
-0.113 -0.048 -0.254
-0.090 -0.066 -0.165
0.029 -0.238 -0.053
-0.081 0.022 0.015
-0.049 0.073 0.185
0.163 -0.004 0.111
-0.079 0.049 -0.142
0.179 0.054 -0.111
0.041 0.055 0.117
0.063 0.008 0.023
-0.019 0.008 0.031
0.000 -0.021 -0.039
-0.021 0.045 0.004
-0.042 0.025 0.086
0.035 0.078 -0.008
0.034 0.064 -0.004
-0.012 -0.037 -0.120
-0.085 -0.053 -0.063
-0.059 -0.024 0.007
0.037 0.003 0.077
-0.088 0.176 -0.162
-0.137 -0.029 -0.088
0.024 0.067 -0.091
0.126 -0.160 0.098
-0.305 0.227 0.036
0.101 -0.011 0.059
-0.107 -0.170 0.064
-0.394 0.109 0.027
-0.160 0.065 -0.251
-0.109 0.030 -0.226
-0.055 -0.103 0.013
-0.358 -0.408 -0.074
-0.068 -0.009 -0.046
0.223 -0.814 -0.235
0.380 -0.318 -0.229
0.061 -0.207 -0.013
0.052 0.063 0.212
0.183 0.046 -0.067
0.093 -0.140 -0.033
0.127 0.013 -0.082
0.148 -0.114 0.008
-0.036 -0.128 -0.157
-0.034 -0.109 0.055
0.072 0.036 0.045
0.083 0.009 -0.057
0.035 -0.009 -0.023
-0.002 0.025 0.039
0.027 0.012 -0.024
-0.004 -0.010 0.070
0.084 -0.047 0.052
0.063 0.028 0.004
-0.027 -0.047 0.000
-0.015 0.026 0.018
0.051 0.007 0.030
0.053 0.043 -0.086
-0.086 -0.062 0.017
-0.020 0.005 0.012
-0.062 0.057 -0.005
0.026 -0.061 0.064
-0.064 -0.084 -0.077
-0.038 0.066 0.023
-0.112 0.010 0.026
0.016 -0.020 0.070
0.014 -0.031 -0.028
-0.079 0.027 -0.021
0.013 0.086 0.021
-0.360 0.110 0.196
0.057 -0.245 0.150
0.083 -0.061 -0.143
0.153 -0.060 -0.068
0.261 0.031 0.400
0.139 -0.136 0.083
-0.010 -0.090 -0.001
0.083 -0.010 -0.290
-0.106 0.016 0.023
0.033 0.043 0.178
-0.049 0.064 0.054
0.061 -0.190 -0.158
0.132 0.158 -0.103
-0.038 -0.023 0.091
-0.111 -0.037 -0.034
-0.068 0.027 -0.118
-0.059 -0.068 0.027

---

[2]
Molecular formula: C40H42FFeN6O3Sb2
Method: DFT, ωB97M-V with the def2-TZVPD basis set

Its total energy is -107421.11134 eV. The gap between HOMO and LUMO comes out at 7.53 eV. As for the maximum force: 0.013 hartree/bohr. As for the total charge: +1.

Last column: Mulliken charge in e.
Geometry (Å):
Fe: 0.50074 -1.27289 0.35129  -0.611
N: 4.51784 -0.12951 0.11277  0.107
C: 3.26066 -0.37403 -0.26556  -0.640
N: 2.48756 -1.25937 0.28461  0.170
C: 2.97428 -2.00869 1.35663  0.333
N: 2.24610 -2.91857 1.88811  -0.969
N: 0.99030 -3.05467 1.28096  1.170
C: 0.37071 -4.04569 1.80257  -0.729
C: -0.88584 -4.65218 1.36711  0.576
C: -1.45583 -5.58558 2.23425  -0.940
C: -2.60858 -6.24916 1.85108  -0.502
C: -3.13451 -5.97913 0.60100  -1.050
C: -2.48990 -5.04696 -0.20089  -0.181
N: -1.39922 -4.37908 0.16008  0.300
C: 4.31262 -1.73707 1.86084  0.773
C: 4.83601 -2.38311 2.98110  -0.421
C: 6.10819 -2.08131 3.41751  -0.858
C: 6.87510 -1.13036 2.74481  -0.422
C: 6.37091 -0.47387 1.64049  -0.994
C: 5.08691 -0.78208 1.20906  0.213
H: 5.05569 0.55389 -0.39453  0.288
H: 2.87117 0.20991 -1.08924  0.663
H: 0.85929 -4.54618 2.63437  0.405
H: -0.99472 -5.78389 3.19214  0.452
H: -3.07301 -6.97041 2.50955  0.461
H: -4.02123 -6.48031 0.23937  0.459
H: -2.87815 -4.83574 -1.19092  0.525
H: 4.22263 -3.10955 3.49365  0.499
H: 6.51321 -2.57996 4.28688  0.428
H: 7.87263 -0.89968 3.09308  0.419
H: 6.95903 0.27147 1.12012  0.403
C: 2.54989 5.92189 1.59778  -1.388
C: 1.14487 5.46658 1.97227  -0.299
C: 0.05543 6.45922 1.59369  -1.060
C: 0.00338 6.63942 0.08385  -1.228
C: -0.06344 5.30809 -0.61508  0.874
C: -0.54652 5.21108 -1.89912  -0.601
C: -0.61691 3.97497 -2.53903  -0.314
F: -1.08811 3.94189 -3.79342  -0.371
C: -0.23900 2.81682 -1.92625  -0.305
C: 0.24301 2.88063 -0.60922  0.355
C: 0.59918 1.65173 0.08576  0.319
O: 0.55099 0.55089 -0.54434  0.459
C: 1.03902 1.78333 1.42475  0.181
C: 1.17958 3.03750 1.95884  -0.282
N: 0.85368 4.16801 1.32717  0.060
C: 0.34978 4.12348 0.03658  -0.399
C: 1.36625 0.60162 2.31741  -0.043
O: 2.22351 0.74110 3.17538  -0.740
O: 0.64114 -0.43984 2.12078  -0.533
H: 2.75079 6.90554 2.02209  0.395
H: 2.67312 5.98290 0.51613  0.367
H: 3.29478 5.22572 1.98343  0.393
H: 1.10024 5.27570 3.04486  0.564
H: 0.25181 7.40851 2.09154  0.435
H: -0.90534 6.09083 1.96060  0.351
H: 0.88248 7.19021 -0.26153  0.358
H: -0.86237 7.23778 -0.20080  0.498
H: -0.88577 6.09196 -2.42917  0.538
H: -0.31111 1.86685 -2.43337  0.566
H: 1.58654 3.14008 2.95759  0.624
C: -4.15528 -1.93167 0.64766  -1.296
Sb: -2.18870 -1.09860 0.86171  1.064
C: -2.66060 0.26673 2.42897  -1.220
C: -2.48821 0.28248 -0.79313  0.158
C: -3.25858 -0.10071 -2.02564  0.746
C: -4.18602 0.82360 -2.50949  -0.769
C: -4.84601 0.65092 -3.71423  -0.723
C: -4.58022 -0.47359 -4.47667  -0.770
C: -3.68279 -1.41410 -4.00054  -0.649
C: -3.02234 -1.26296 -2.78028  0.799
C: -2.16637 -2.40912 -2.31825  0.085
Sb: -0.05333 -2.17701 -1.97928  1.030
C: 0.63076 -4.02129 -2.78742  -1.322
C: 0.37075 -0.89684 -3.63617  -1.391
H: -4.45274 -2.49963 1.52711  0.450
H: -4.23138 -2.56506 -0.23186  0.331
H: -4.82382 -1.08037 0.52569  0.382
H: -3.48072 0.91169 2.11543  0.371
H: -1.77488 0.85736 2.65403  0.231
H: -2.95449 -0.27494 3.32632  0.429
H: -1.48375 0.56130 -1.09513  -1.439
H: -2.94231 1.17555 -0.35715  0.832
H: -4.37734 1.71597 -1.92475  0.465
H: -5.55368 1.39456 -4.05531  0.429
H: -5.07540 -0.62735 -5.42602  0.413
H: -3.49730 -2.30835 -4.58422  0.442
H: -2.25835 -3.22183 -3.04172  1.023
H: -2.53084 -2.79962 -1.37208  -1.579
H: 0.10995 -4.22551 -3.72217  0.395
H: 0.44581 -4.82691 -2.08051  0.344
H: 1.69964 -3.96040 -2.98654  0.397
H: 1.35638 -0.44345 -3.54249  0.375
H: -0.38089 -0.10758 -3.66643  0.357
H: 0.32156 -1.45394 -4.57091  0.511

Force components x, y, z for each atom (eV/Å):
0.126 -0.572 -0.133
-0.068 -0.030 -0.133
0.025 -0.116 -0.025
0.168 0.467 0.036
-0.246 -0.219 -0.011
0.119 -0.081 -0.031
-0.239 0.316 0.518
0.215 0.003 -0.182
-0.255 -0.060 0.017
-0.008 0.107 -0.081
-0.008 0.011 -0.020
-0.007 -0.023 0.034
-0.006 -0.025 -0.009
0.059 -0.069 0.043
0.135 0.023 0.038
0.036 0.031 -0.005
-0.024 -0.030 0.022
0.010 0.028 -0.028
0.038 -0.032 0.039
-0.036 -0.041 0.054
0.004 0.010 0.028
-0.038 0.043 0.014
0.097 -0.018 -0.053
0.021 0.010 0.008
-0.012 -0.005 -0.003
-0.003 -0.006 0.002
0.007 -0.003 0.001
-0.010 -0.007 -0.006
0.001 -0.003 0.002
0.003 0.008 -0.003
0.003 0.010 -0.007
0.003 0.008 0.010
-0.003 0.016 0.028
0.021 0.004 0.008
-0.010 0.047 -0.001
-0.004 -0.047 -0.043
0.016 -0.010 0.018
0.006 -0.026 0.018
0.002 -0.008 -0.003
0.020 0.067 -0.005
0.005 0.020 -0.033
0.205 -0.001 0.021
-0.357 0.046 0.260
-0.036 -0.062 -0.053
0.038 0.036 -0.030
0.001 -0.058 0.046
-0.036 -0.035 -0.064
-0.160 0.068 -0.032
0.019 0.036 0.027
0.216 -0.112 0.118
0.003 0.002 0.012
-0.008 0.005 -0.007
-0.004 -0.009 -0.001
-0.011 0.024 -0.008
0.002 0.002 -0.006
0.003 -0.007 -0.004
0.000 -0.007 0.006
0.002 0.000 0.011
0.000 0.018 0.006
0.000 -0.014 -0.014
0.003 -0.019 0.007
0.083 -0.092 0.229
-0.063 0.402 -0.534
-0.004 -0.008 -0.027
-0.101 0.001 0.066
-0.039 -0.008 -0.056
-0.009 0.004 0.013
-0.002 0.002 0.002
-0.002 -0.003 0.003
-0.006 0.008 -0.011
0.011 0.010 -0.040
-0.021 -0.037 -0.053
-0.016 0.070 -0.115
-0.030 0.001 -0.034
-0.005 -0.012 -0.026
0.037 -0.020 0.021
0.014 -0.003 -0.014
-0.019 -0.010 0.007
0.001 0.000 0.003
0.001 0.011 -0.004
0.021 -0.026 0.007
0.067 -0.022 0.034
0.008 -0.007 0.003
-0.003 0.008 0.002
-0.007 0.003 -0.005
-0.001 -0.002 -0.004
0.008 -0.009 -0.004
0.037 -0.015 0.018
0.018 0.047 0.015
-0.003 -0.002 -0.001
-0.017 0.011 0.028
0.013 0.014 0.019
0.004 -0.005 0.022
-0.009 -0.006 0.010
-0.006 -0.013 0.010